C19H33N2O2 | ωB97M-V with the def2-TZVPD basis set

For the energy above the lowest of the compared OMol25 structures with the same formula, charge and spin, the calculation gives 0.0 kcal/mol. The calculation puts the HOMO-LUMO gap at 10.0 eV. The molar mass is 321.485 g mol⁻¹. The total energy comes out at -27308.9999 eV. As for the total charge: +1. The structure (SMILES) is CC[NH+](CC)CCN[C@H](C(=O)OCCC(C)C)c1ccccc1.

Bonds (Å) are listed after each position.
Atoms and positions in Å:
1 C -1.83 -4.58 -0.73  C2 1.520, H24 1.086, H25 1.086, H26 1.087
2 C -0.93 -3.37 -0.93  C1 1.520, N3 1.485, H27 1.090, H28 1.092
3 N -1.18 -2.27 0.04  C2 1.485, C4 1.485, C6 1.484, H29 1.066
4 C -2.55 -1.71 -0.02  N3 1.485, C5 1.519, H30 1.091, H31 1.092
5 C -2.89 -1.12 -1.38  C4 1.519, H32 1.086, H33 1.086, H34 1.086
6 C -0.81 -2.62 1.43  N3 1.484, C7 1.533, H35 1.091, H36 1.090
7 C 0.02 -1.48 2.04  C6 1.533, N8 1.452, H37 1.097, H38 1.093
8 N 1.22 -1.34 1.24  C7 1.452, C9 1.451, H39 1.013
9 C 1.69 0.01 0.99  N8 1.451, C10 1.523, C18 1.516, H40 1.101
10 C 0.81 0.65 -0.07  C9 1.523, O11 1.223, O12 1.301
11 O 0.05 -0.01 -0.77  C10 1.223
12 O 0.99 1.93 -0.16  C10 1.301, C13 1.438
13 C 0.32 2.70 -1.17  O12 1.438, C14 1.527, H41 1.093, H42 1.093
14 C -0.51 3.82 -0.55  C13 1.527, C15 1.534, H43 1.091, H44 1.090
15 C -1.94 3.43 -0.17  C14 1.534, C16 1.527, C17 1.527, H45 1.096
16 C -1.98 2.36 0.92  C15 1.527, H46 1.088, H47 1.087, H48 1.088
17 C -2.70 4.68 0.30  C15 1.527, H49 1.087, H50 1.087, H51 1.087
18 C 3.08 -0.01 0.39  C9 1.516, C19 1.387, C23 1.389
19 C 4.05 0.87 0.83  C18 1.387, C20 1.384, H52 1.080
20 C 5.32 0.85 0.26  C19 1.384, C21 1.385, H53 1.079
21 C 5.61 -0.05 -0.75  C20 1.385, C22 1.385, H54 1.079
22 C 4.64 -0.93 -1.20  C21 1.385, C23 1.383, H55 1.079
23 C 3.37 -0.91 -0.63  C18 1.389, C22 1.383, H56 1.080
24 H -1.50 -5.37 -1.40  C1 1.086
25 H -2.86 -4.36 -0.98  C1 1.086
26 H -1.78 -4.96 0.28  C1 1.087
27 H -1.06 -2.96 -1.93  C2 1.090
28 H 0.12 -3.66 -0.81  C2 1.092
29 H -0.53 -1.48 -0.25  N3 1.066
30 H -3.27 -2.50 0.24  C4 1.091
31 H -2.61 -0.93 0.74  C4 1.092
32 H -2.10 -0.44 -1.70  C5 1.086
33 H -3.81 -0.55 -1.30  C5 1.086
34 H -3.03 -1.88 -2.13  C5 1.086
35 H -1.70 -2.82 2.03  C6 1.091
36 H -0.19 -3.52 1.42  C6 1.090
37 H 0.22 -1.71 3.10  C7 1.097
38 H -0.55 -0.55 2.01  C7 1.093
39 H 1.97 -1.92 1.59  N8 1.013
40 H 1.69 0.65 1.88  C9 1.101
41 H 1.11 3.11 -1.79  C13 1.093
42 H -0.30 2.03 -1.78  C13 1.093
43 H 0.02 4.18 0.33  C14 1.091
44 H -0.55 4.64 -1.27  C14 1.090
45 H -2.44 3.04 -1.06  C15 1.096
46 H -1.41 2.68 1.79  C16 1.088
47 H -1.57 1.42 0.55  C16 1.087
48 H -3.01 2.18 1.23  C16 1.088
49 H -2.70 5.44 -0.48  C17 1.087
50 H -3.73 4.43 0.54  C17 1.087
51 H -2.23 5.09 1.19  C17 1.087
52 H 3.83 1.58 1.61  C19 1.080
53 H 6.07 1.54 0.60  C20 1.079
54 H 6.59 -0.06 -1.20  C21 1.079
55 H 4.86 -1.63 -1.99  C22 1.079
56 H 2.61 -1.59 -0.98  C23 1.080